{"formula": "C3H11N2S", "method": "ωB97M-V/def2-TZVPD", "homo_lumo_gap_ev": 10.038, "total_charge": 1, "e_homo_ev": -13.81, "elements": ["C", "C", "C", "N", "N", "S", "H", "H", "H", "H", "H", "H", "H", "H", "H", "H", "H"], "positions_angstrom": [[3.080, -0.590, 0.233], [-1.419, 1.996, 0.271], [-0.158, -0.054, 0.124], [-1.258, 0.588, 0.032], [-0.201, -1.509, -0.110], [-2.769, -0.367, -0.320], [2.855, 0.015, -0.650], [4.104, -0.242, 0.565], [3.230, -1.669, 0.019], [-1.769, 2.482, -0.613], [-2.167, 2.347, 1.027], [-0.545, 2.513, 0.636], [2.299, -0.359, 1.084], [-0.388, -1.914, 0.823], [0.642, -1.747, -0.651], [-1.023, -1.730, -0.588], [-3.474, 0.447, -0.999]], "forces_ev_per_angstrom": [[0.362, 0.562, 1.753], [-0.854, 2.040, 1.150], [1.364, 1.925, 0.619], [-1.358, -2.029, -0.225], [0.154, 1.295, 1.006], [0.923, -1.195, 1.689], [-0.216, -0.347, 0.071], [-1.188, -0.304, -0.116], [-0.495, 0.615, 0.050], [0.049, 0.163, -0.954], [0.196, -1.469, -0.329], [0.837, -0.522, -0.331], [1.694, -0.631, -1.766], [1.245, -0.402, -0.290], [0.009, -0.469, 0.901], [-1.967, -0.943, -1.955], [-0.753, 1.711, -1.272]]}

{"formula": "C3H11N2S", "method": "ωB97M-V/def2-TZVPD", "homo_lumo_gap_ev": 8.427, "total_charge": 1, "e_homo_ev": -12.70, "elements": ["C", "C", "S", "H", "H", "H", "H", "H", "H", "N", "C", "N", "H", "H", "H", "H", "H"], "positions_angstrom": [[2.145, 1.287, -2.639], [1.321, 0.286, -1.883], [0.723, 0.986, -0.297], [1.997, 2.299, -2.269], [3.197, 1.056, -2.531], [1.918, 1.313, -3.704], [1.768, -0.677, -1.675], [0.418, 0.116, -2.455], [0.334, 2.159, -0.806], [-1.349, -0.884, 1.160], [-1.854, -0.623, 2.352], [-2.156, -1.555, 3.237], [-1.188, -1.889, 1.091], [-0.502, -0.357, 0.815], [-2.014, 0.400, 2.660], [-3.027, -1.446, 3.726], [-1.731, -2.469, 3.217]], "forces_ev_per_angstrom": [[0.916, 0.284, -0.196], [-1.457, 0.353, -0.069], [0.849, -0.066, 0.099], [0.002, 0.033, 0.015], [0.311, 0.139, -0.018], [-0.074, -0.235, 0.006], [0.315, 0.012, 0.072], [-0.208, -0.386, -0.064], [-0.255, -0.019, 0.095], [1.481, -1.117, 1.584], [0.322, 0.140, -0.266], [-0.340, 0.202, -0.476], [-0.099, 0.045, -0.625], [-1.254, 0.543, -0.392], [-0.333, 0.256, -0.273], [0.131, 0.068, 0.826], [-0.308, -0.250, -0.318]]}

{"formula": "C3H11N3", "method": "ωB97M-V/def2-TZVPD", "homo_lumo_gap_ev": 9.951, "smiles": "[H]/N=C/N.CCN", "e_homo_ev": -9.07, "elements": ["C", "C", "N", "H", "H", "H", "H", "H", "H", "H", "N", "C", "N", "H", "H", "H", "H"], "positions_angstrom": [[1.020, -2.123, -1.802], [1.520, -1.686, -0.307], [1.120, -2.737, 0.649], [0.290, -2.861, -1.726], [0.496, -1.345, -2.331], [1.737, -2.648, -2.456], [2.652, -1.794, -0.131], [1.480, -0.568, -0.051], [0.096, -2.563, 0.668], [1.456, -2.658, 1.655], [-1.826, 2.470, -0.511], [-1.257, 2.732, 0.676], [-0.792, 1.753, 1.449], [-2.174, 3.320, -0.984], [-1.417, 1.482, -0.743], [-1.441, 3.636, 1.288], [-0.390, 2.055, 2.304]], "forces_ev_per_angstrom": [[1.484, 0.987, 1.499], [3.732, -0.327, -0.448], [-2.311, 0.990, 0.887], [-1.492, -1.410, 0.821], [0.342, 0.674, -0.240], [0.300, 0.810, 0.469], [-1.040, 0.246, -1.458], [-1.252, -1.478, -0.300], [0.594, -0.892, 0.722], [-0.375, 0.429, -1.945], [1.339, -0.906, 0.450], [0.164, -1.923, 5.221], [-0.540, 0.801, -3.570], [0.501, -1.718, -0.559], [-1.616, 2.606, -0.804], [0.100, 0.443, -1.477], [0.071, 0.670, 0.732]]}

{"formula": "C3H11N3", "method": "ωB97M-V/def2-TZVPD", "homo_lumo_gap_ev": 7.728, "e_homo_ev": -6.91, "elements": ["C", "C", "C", "H", "H", "H", "H", "H", "H", "N", "N", "N", "H", "H", "H", "H", "H"], "positions_angstrom": [[-1.519, 1.081, 0.045], [-0.632, -0.135, -0.008], [-0.957, -1.291, 0.595], [-0.300, 0.132, -2.056], [-1.131, 1.899, -0.561], [-1.631, 1.435, 1.076], [-2.499, 0.821, -0.360], [-1.984, -1.462, 0.886], [-0.309, -2.156, 0.638], [0.820, 0.185, -0.242], [1.687, -0.919, -0.567], [1.372, 1.026, 0.791], [0.679, 0.665, -1.247], [1.276, -1.250, -1.456], [1.554, -1.634, 0.148], [1.197, 0.555, 1.678], [2.380, 1.048, 0.641]], "forces_ev_per_angstrom": [[0.023, 0.122, -0.251], [0.260, -0.273, 1.367], [0.169, 0.421, -0.770], [0.267, 0.165, -0.497], [0.040, -0.154, 0.032], [0.016, -0.104, -0.121], [0.085, 0.016, 0.090], [0.014, 0.089, 0.055], [0.068, 0.064, 0.035], [0.546, 0.223, 0.008], [-0.561, 0.253, 0.118], [-0.254, -0.357, 0.158], [-0.641, -0.583, -0.008], [0.128, 0.042, 0.179], [-0.040, 0.064, -0.203], [0.104, 0.065, -0.086], [-0.225, -0.054, -0.106]]}

{"formula": "C3H11N3", "method": "ωB97M-V/def2-TZVPD", "homo_lumo_gap_ev": 10.220, "smiles": "C=NC.NCN", "e_homo_ev": -9.28, "elements": ["C", "C", "N", "H", "H", "H", "H", "H", "N", "C", "N", "H", "H", "H", "H", "H", "H"], "positions_angstrom": [[2.167, 1.481, 1.567], [2.610, -0.739, 1.133], [2.232, 0.084, 2.001], [1.651, 1.571, 0.606], [3.192, 1.815, 1.415], [1.592, 2.062, 2.282], [2.792, -1.777, 1.401], [2.944, -0.406, 0.163], [-3.101, -1.183, -1.698], [-2.394, -0.193, -0.839], [-0.968, -0.262, -1.097], [-2.445, -1.346, -2.464], [-3.815, -0.638, -2.181], [-2.727, 0.843, -0.942], [-2.628, -0.466, 0.197], [-0.639, -1.214, -1.047], [-0.463, 0.369, -0.498]], "forces_ev_per_angstrom": [[-0.260, -0.534, -0.334], [0.680, -0.093, 0.519], [-0.427, 0.054, 0.233], [0.043, -0.030, -0.094], [-0.086, 0.480, 0.298], [0.389, 0.177, 0.147], [-0.301, -0.030, -0.016], [-0.050, -0.020, -0.774], [0.421, 1.311, -0.482], [-0.095, -0.768, 0.766], [-0.388, 0.327, -0.706], [-0.053, -0.217, 0.078], [-0.288, -0.394, 0.143], [-0.031, -0.042, -0.414], [-0.041, -0.008, 0.067], [0.208, 0.020, 0.407], [0.279, -0.232, 0.161]]}

{"formula": "C3H11N3", "method": "ωB97M-V/def2-TZVPD", "homo_lumo_gap_ev": [7.849, 2.762], "total_charge": 1, "multiplicity": 2, "s_squared": 0.7540, "e_homo_ev": [-11.42, -11.42], "elements": ["C", "N", "C", "H", "H", "H", "H", "H", "H", "H", "N", "C", "N", "H", "H", "H", "H"], "positions_angstrom": [[-1.672, 3.017, 0.645], [-1.292, 1.864, 1.423], [-0.243, 2.122, 2.380], [-2.195, 2.756, -0.266], [-0.798, 3.609, 0.370], [-2.296, 3.673, 1.252], [-2.060, 1.388, 1.899], [-0.525, 2.868, 3.118], [-0.044, 1.212, 2.948], [0.672, 2.484, 1.911], [1.599, -4.191, -1.326], [1.409, -3.649, -2.578], [2.016, -2.580, -2.946], [0.681, -4.348, -0.922], [2.153, -3.547, -0.772], [0.589, -4.048, -3.172], [2.008, -2.628, -3.964]], "forces_ev_per_angstrom": [[0.626, -0.013, -1.165], [-0.388, 2.447, 2.070], [1.190, -1.451, -0.170], [-0.366, -0.221, -0.044], [0.126, -0.254, 0.092], [-0.386, -0.149, 0.297], [-0.134, -0.737, -0.814], [-0.612, 0.408, 0.022], [0.085, 0.014, -0.096], [-0.125, -0.038, -0.207], [-1.014, 0.451, -0.088], [0.026, 1.566, 0.144], [0.723, -1.557, -0.322], [0.292, -0.463, 0.425], [0.109, -0.145, 0.125], [0.314, -0.837, -0.157], [-0.465, 0.978, -0.113]]}

{"formula": "C3H11N3", "method": "ωB97M-V/def2-TZVPD", "homo_lumo_gap_ev": [8.318, 3.961], "total_charge": 1, "multiplicity": 2, "s_squared": 0.7884, "e_homo_ev": [-13.32, -13.31], "elements": ["C", "C", "N", "H", "H", "H", "H", "H", "H", "H", "N", "C", "N", "H", "H", "H", "H"], "positions_angstrom": [[-2.204, -0.425, 1.409], [-1.808, -0.839, -0.028], [-1.357, 0.412, -0.881], [-2.778, 0.481, 1.385], [-2.819, -1.212, 1.912], [-1.244, 0.027, 1.946], [-1.012, -1.541, -0.031], [-2.631, -1.363, -0.677], [-1.240, 0.024, -1.871], [-2.322, 0.819, -1.054], [2.450, -0.602, -0.299], [2.807, 0.795, 0.026], [3.754, 1.388, -0.668], [1.286, -0.757, -0.425], [2.937, -0.844, -1.212], [2.386, 1.289, 0.920], [3.795, 2.347, -0.451]], "forces_ev_per_angstrom": [[1.705, 0.567, -0.150], [-1.578, 1.069, -1.957], [-2.181, -1.876, -0.925], [-0.835, 0.335, -0.295], [1.089, 0.666, -0.054], [-1.821, -1.745, -0.642], [0.988, -0.707, 0.182], [1.064, 0.854, 1.723], [0.213, 0.471, 1.619], [1.607, 0.215, 0.507], [-2.439, 3.990, -2.226], [0.305, -1.965, -0.385], [-1.220, -3.351, 0.735], [3.759, 0.311, 1.060], [-0.468, -0.084, 1.299], [-0.268, -0.712, -0.432], [0.079, 1.962, -0.057]]}

{"formula": "C3H11N3", "method": "ωB97M-V/def2-TZVPD", "homo_lumo_gap_ev": [5.068, 4.696], "total_charge": 2, "multiplicity": 3, "s_squared": 2.0083, "e_homo_ev": [-14.10, -20.29], "elements": ["C", "C", "C", "N", "N", "N", "H", "H", "H", "H", "H", "H", "H", "H", "H", "H", "H"], "positions_angstrom": [[-1.829, -1.792, 0.967], [-0.099, 0.063, 0.843], [1.605, 1.390, -0.388], [-1.515, -0.538, 0.773], [0.469, -0.475, -1.466], [0.371, 0.565, -0.480], [-1.038, -2.518, 1.116], [-2.794, -2.278, 0.989], [-0.329, 1.025, 1.428], [0.614, -0.536, 1.408], [2.401, 0.809, 0.078], [1.937, 1.789, -1.323], [1.391, 2.134, 0.250], [-2.230, 0.228, 0.580], [1.372, -0.785, -1.440], [0.173, -0.255, -2.374], [-0.499, 1.174, -0.963]], "forces_ev_per_angstrom": [[0.022, -4.754, 0.537], [-5.589, -0.062, 3.515], [2.138, -2.491, -1.371], [2.590, 6.431, -1.532], [0.076, 2.461, 2.245], [-4.040, 1.281, -3.978], [0.268, 0.233, -0.079], [-0.393, 0.971, -0.031], [1.024, -1.015, -0.894], [0.156, -0.227, -0.555], [0.018, -0.273, -0.082], [-0.110, 0.098, -0.783], [-1.099, 2.896, 2.353], [1.021, -1.695, 0.670], [3.326, -2.597, 0.160], [-1.687, 0.030, -2.188], [2.280, -1.286, 2.012]]}

Calculated energy, -628.21344 -628.33954 -285.07980 -284.94891 -285.10784 -284.80652 -284.74755 -284.18084 hartree (same order as the records).
Calculated max |F|, 2.9 2.4 5.6 1.4 1.5 3.2 5.2 7.1 eV Å⁻¹ (same order as the records).
Calculated ΔE to the lowest compared entry with this formula, charge and spin, 102.73 23.60 61.51 143.65 43.92 32.49 69.50 91.65 kcal per mole (same order as the records).